Entry 1:
Here is a structure of composition C4H2CeO2 at a distorted geometry from the Open Molecules 2025 dataset. Energies are from ωB97M-V/def2-TZVPD.

Output
Total charge ... +1
Frontier orbital gap (spin up / spin down) ... 7.65 / 7.72 eV
Spin multiplicity ... 2
Expectation value of S² ... 0.75

Geometry (Å):
H (1.29, -2.39, -0.11)
C (0.95, -1.36, 0.00)
C (-0.30, -0.94, -0.11)
O (2.03, -0.58, 0.29)
O (1.79, 0.79, 0.47)
Ce (0.17, 2.05, 0.31)
C (-1.83, 1.14, -0.22)
C (-1.23, -0.02, -0.13)
H (-2.87, 1.31, -0.49)

---

Entry 2:
Here is the molecule C4H2Cl2N2O at a distorted geometry from the Open Molecules 2025 dataset. Energies are from ωB97M-V/def2-TZVPD.

Output
Structure (SMILES) ... Oc1cc(Cl)nnc1Cl
Frontier orbital gap ... 9.99 eV

Geometry (Å):
O (1.76, 0.98, -0.67)
C (0.65, 0.33, -0.26)
C (0.00, 0.64, 0.93)
C (-1.17, -0.06, 1.23)
Cl (-2.06, 0.21, 2.72)
N (-1.66, -0.95, 0.34)
N (-1.01, -1.27, -0.78)
C (0.16, -0.73, -1.08)
Cl (0.98, -1.25, -2.48)
H (1.96, 0.75, -1.58)
H (0.41, 1.36, 1.61)

---

Entry 3:
Here is the molecule C4H2Cl4 at a distorted geometry from the Open Molecules 2025 dataset. Energies are from ωB97M-V/def2-TZVPD.

Output
Structure (SMILES) ... C=C(Cl)C(Cl)=C(Cl)Cl
Frontier orbital gap ... 10.07 eV

Geometry (Å):
C (0.68, 1.27, -1.09)
C (-0.32, 0.82, -0.40)
Cl (-1.84, 1.64, -0.06)
C (-0.52, -0.77, 0.06)
Cl (-1.79, -1.88, -0.50)
C (0.17, -1.19, 1.11)
Cl (-0.11, -2.75, 1.78)
Cl (1.44, -0.28, 1.83)
H (0.71, 2.38, -1.32)
H (1.58, 0.75, -1.41)

---

Entry 4:
Here is the molecule C4H2ClN at a distorted geometry from the Open Molecules 2025 dataset. Energies are from ωB97M-V/def2-TZVPD.

Output
Structure (SMILES) ... N#CC#CCCl
Frontier orbital gap ... 10.93 eV

Geometry (Å):
N (3.70, -0.74, 0.03)
C (2.58, -0.50, -0.09)
C (1.18, -0.29, -0.08)
C (-0.02, -0.07, -0.20)
C (-1.43, 0.41, 0.02)
Cl (-2.61, -0.89, -0.05)
H (-1.63, 0.72, 1.06)
H (-1.77, 1.35, -0.68)

---

Entry 5:
Here is the molecule C4H2ClNS at a distorted geometry from the Open Molecules 2025 dataset. Energies are from ωB97M-V/def2-TZVPD.

Output
Structure (SMILES) ... N#C/C=C(/Cl)C=S
Frontier orbital gap ... 7.27 eV

Geometry (Å):
N (-0.73, -1.67, 2.24)
C (-1.24, -0.85, 1.17)
C (-1.10, -0.33, -0.17)
C (-0.12, 0.39, -0.73)
Cl (-0.02, 0.42, -2.48)
C (1.11, 0.89, 0.03)
S (2.03, 0.24, 1.22)
H (-1.72, -0.83, -0.85)
H (1.78, 1.73, -0.42)

---

Entry 6:
Here is a cluster of 2 separate species, C4H2ClOS in total at a distorted geometry from the Open Molecules 2025 dataset. Energies are from ωB97M-V/def2-TZVPD.

Output
Total charge ... -1
Frontier orbital gap ... 5.65 eV

Geometry (Å):
C (0.70, -0.83, -0.15)
C (-0.42, 0.78, 2.21)
C (-1.13, 0.91, 1.12)
C (0.77, -0.45, 0.97)
O (0.71, -0.05, 2.25)
S (-2.20, 1.46, 0.01)
Cl (2.24, -2.17, -2.66)
H (1.06, -1.02, -1.15)
H (-0.57, 1.39, 3.11)

---

Entry 7:
Here is a structure of composition C4H2CoO2 at a distorted geometry from the Open Molecules 2025 dataset. Energies are from ωB97M-V/def2-TZVPD.

Output
Total charge ... +2
Frontier orbital gap (spin up / spin down) ... 7.23 / 6.78 eV
Spin multiplicity ... 6
Expectation value of S² ... 8.88

Geometry (Å):
O (1.40, -1.37, 0.06)
H (1.79, -2.23, -0.15)
C (-0.11, -1.54, -0.39)
C (-0.66, -0.81, 0.60)
C (-0.12, 0.32, 1.01)
C (-0.34, 1.59, 0.40)
O (-0.84, 1.63, -0.77)
Co (-1.08, -0.11, -1.66)
H (-0.04, 2.52, 0.89)

---

Entry 8:
Here is a structure of composition C4H2CrLiO2 at a distorted geometry from the Open Molecules 2025 dataset. Energies are from ωB97M-V/def2-TZVPD.

Output
Total charge ... +1
Frontier orbital gap (spin up / spin down) ... 6.26 / 6.16 eV
Spin multiplicity ... 5
Expectation value of S² ... 6.16

Geometry (Å):
C (-1.53, 0.34, 0.38)
C (-0.35, 0.27, 0.93)
O (-2.58, 0.51, -0.13)
Li (-4.15, -0.03, -1.03)
H (-0.24, 0.53, 1.99)
C (0.70, -1.67, 0.46)
C (1.75, -1.34, -0.24)
O (2.12, -0.14, -0.59)
Cr (1.14, 1.37, -0.16)
H (0.12, -2.55, 0.73)